Record 1
Below is a 2-piece molecular cluster, C4H12O3 overall at a distorted geometry, with properties calculated with ωB97M-V/def2-TZVPD.

Each line ends with the Löwdin charge.
Positions of all 19 atoms, in Å:
O (3.60177, 0.78721, 0.80955)  -0.06
O (-1.78449, 1.52874, 0.50187)  -0.07
O (-3.25550, -2.17958, -0.97535)  -0.09
C (1.13148, 0.44513, 0.44902)  -0.25
C (0.13553, 0.41366, -0.64935)  -0.20
C (2.58677, 0.32171, -0.01992)  -0.31
C (-1.38725, 0.36607, -0.19511)  -0.26
H (0.39607, 1.36265, -1.15629)  0.12
H (2.68700, -0.78034, -0.04967)  0.12
H (0.83510, 1.26765, 1.12804)  0.12
H (-4.15593, -2.57642, -0.97803)  0.05
H (3.29485, 0.57211, 1.71505)  0.10
H (-1.77316, 1.24684, 1.44038)  0.10
H (-2.95771, -2.24655, -0.03988)  0.04
H (2.74779, 0.70216, -1.04694)  0.13
H (1.03438, -0.50495, 1.00881)  0.11
H (0.39457, -0.41617, -1.33472)  0.12
H (-1.49686, -0.51158, 0.47061)  0.10
H (-2.03440, 0.20165, -1.07807)  0.11

Atoms 1-6, force components in eV/Å:
-0.3 0.5 1.5
0.1 -0.4 1.1
-0.6 -0.5 0.9
-0.1 -0.9 2.0
-0.7 0.6 -1.0
-0.5 -1.2 -1.2

F_max: 2.2 eV Å⁻¹
SMILES string: OCCCCO.O
LUMO: 0.53 eV
Kohn-Sham gap: 10.5 eV
net charge: 0
M: 108.1 g mol⁻¹
relative energy (zero: lowest compared OMol25 entry of this formula, charge and spin): 125.39 kJ/mol

=====

Record 2
Below is a 2-piece molecular cluster, C4H12O3 overall, with properties calculated with ωB97M-V/def2-TZVPD.

Each line ends with the Löwdin charge.
Positions of all 19 atoms, in Å:
O (2.58656, 0.15119, 0.29392)  -0.07
O (-1.29594, 0.09265, -1.00285)  -0.05
O (0.27993, -2.47208, -1.07399)  -0.07
C (-2.20535, 0.58226, 1.20229)  -0.05
C (0.27594, 0.50000, 0.75481)  -0.15
C (-1.10499, 0.84458, 0.21461)  -0.44
C (1.37510, 0.65969, -0.27957)  -0.25
H (1.18220, 0.15563, -1.21728)  0.11
H (1.52464, 1.72874, -0.47215)  0.13
H (0.50580, 1.21358, 1.55356)  0.13
H (-1.09868, 1.91309, -0.04335)  0.14
H (-2.23839, -0.48366, 1.44655)  0.09
H (3.25433, 0.82959, 0.18243)  0.08
H (-2.24752, 0.06638, -1.15310)  0.09
H (-2.01326, 1.12717, 2.12672)  0.09
H (-3.17209, 0.90310, 0.81977)  0.08
H (1.06789, -2.32279, -0.53250)  0.03
H (-0.37230, -1.90264, -0.62263)  0.01
H (0.28527, -0.48221, 1.22661)  0.12

Atoms 1-6, force components in eV/Å:
0.0 0.0 0.0
-0.3 0.1 0.6
-0.1 0.4 0.8
0.0 -0.2 0.4
-0.2 0.6 0.0
0.5 0.2 -0.5

F_max: 0.8 eV Å⁻¹
SMILES string: C[C@H](O)CCO.O
LUMO: 0.75 eV
Kohn-Sham gap: 11.1 eV
net charge: 0
M: 108.1 g mol⁻¹
relative energy (zero: lowest compared OMol25 entry of this formula, charge and spin): 36.32 kJ/mol

=====

Record 3
Below is a 4-piece molecular cluster, C4H12O3 overall at a distorted geometry, with properties calculated with ωB97M-V/def2-TZVPD.

Each line ends with the Löwdin charge.
Positions of all 19 atoms, in Å:
O (-0.39007, -0.50031, 1.54308)  -0.16
O (-2.07198, 0.97544, 2.48832)  -0.29
O (-2.51029, 1.49729, 0.05905)  -0.21
C (0.54533, -0.81379, -1.43492)  -0.10
C (2.27920, 0.61698, -0.12246)  -0.03
C (0.12738, -1.80777, -2.25332)  0.18
C (1.84829, -0.16311, -1.34835)  0.10
H (0.70583, -2.05706, -3.16246)  0.10
H (-0.14442, -0.40735, -0.66112)  0.10
H (1.43645, 1.17547, 0.27847)  0.09
H (3.20386, 1.25441, -0.38849)  0.12
H (-0.92483, -2.03205, -2.20498)  0.10
H (2.68179, 0.04500, 0.74378)  0.13
H (-2.53341, 0.73803, 3.18203)  -0.13
H (-3.45983, 1.35657, -0.14403)  0.00
H (-1.10825, 0.03427, 2.09859)  -0.04
H (0.22616, -0.74450, 2.19923)  -0.03
H (2.56283, -0.58450, -1.99275)  0.10
H (-2.47404, 1.41697, 1.12033)  -0.01

Atoms 1-6, force components in eV/Å:
-0.1 -0.2 -1.2
3.7 1.8 -4.9
-1.0 0.0 0.6
0.3 2.6 2.0
1.1 1.1 -1.9
0.8 1.8 -1.6

F_max: 6.7 eV Å⁻¹
LUMO: -4.10 eV
Kohn-Sham gap: 3.2 eV
net charge: 0
M: 108.1 g mol⁻¹
relative energy (zero: lowest compared OMol25 entry of this formula, charge and spin): 577.94 kJ/mol

=====

Record 4
Below is a 2-piece molecular cluster, C4H12O3 overall at a distorted geometry, with properties calculated with ωB97M-V/def2-TZVPD.

Each line ends with the Löwdin charge.
Positions of all 19 atoms, in Å:
O (2.89100, 1.42683, 0.14517)  -0.08
O (0.80367, -0.09864, 1.20894)  -0.07
O (-0.43025, 1.62217, -2.21612)  -0.05
C (-0.82745, 1.24652, -0.92494)  -0.28
C (-0.60534, -2.08908, 1.04034)  -0.05
C (-0.45346, -0.61442, 0.72848)  -0.43
C (-0.62567, -0.24400, -0.73747)  -0.14
H (-0.69921, -2.29370, 2.10144)  0.08
H (2.05098, 1.03120, 0.43431)  -0.02
H (3.00909, 1.19356, -0.78571)  0.03
H (0.92287, -0.39495, 2.11970)  0.11
H (-0.17175, 1.68899, -0.15670)  0.11
H (-1.24441, -0.06472, 1.25725)  0.14
H (-1.79494, 1.60082, -0.57226)  0.12
H (-1.43789, -2.51547, 0.46647)  0.08
H (-0.37738, 2.58358, -2.26784)  0.09
H (0.20678, -0.56314, -1.37786)  0.13
H (-1.45199, -0.89473, -1.05362)  0.12
H (0.23534, -2.62081, 0.59043)  0.09

Atoms 1-6, force components in eV/Å:
0.0 0.1 -0.2
-0.3 -0.4 0.0
-0.3 0.3 -0.4
1.0 0.0 1.5
0.2 -0.3 -1.3
-0.1 0.6 0.4

F_max: 1.8 eV Å⁻¹
SMILES string: C[C@@H](O)CCO.O
LUMO: 0.75 eV
Kohn-Sham gap: 11.0 eV
net charge: 0
M: 108.1 g mol⁻¹
relative energy (zero: lowest compared OMol25 entry of this formula, charge and spin): 48.62 kJ/mol

=====

Record 5
Below is a 3-piece molecular cluster, C4H12O3 overall at a distorted geometry, with properties calculated with ωB97M-V/def2-TZVPD.

Each line ends with the Löwdin charge.
Positions of all 19 atoms, in Å:
O (-1.42739, -1.36679, 1.64784)  -0.08
O (-4.15237, 2.49043, 3.19205)  -0.03
O (1.66023, -0.03285, -6.11408)  -0.16
C (1.06736, -1.01518, 0.14811)  -0.08
C (0.85386, -0.52277, 1.40216)  -0.16
C (-0.14825, -0.92408, 2.30251)  -0.25
C (1.53744, -0.17351, -1.13641)  -0.06
H (-1.69478, -0.68100, 1.06661)  0.05
H (-4.44266, 1.89613, 2.50483)  0.03
H (-3.89787, 3.32459, 2.87449)  0.00
H (0.17652, -1.69294, 3.08761)  0.14
H (1.26226, 0.47314, 1.56849)  0.10
H (2.59787, -0.08833, -5.65501)  0.09
H (-0.38784, -0.05537, 2.93242)  0.11
H (0.93678, 0.57288, -5.72976)  0.07
H (2.18655, -0.92793, -1.56377)  0.05
H (0.73478, 0.04599, -1.73845)  0.02
H (0.88133, -2.01772, 0.20855)  0.07
H (2.25620, 0.69528, -0.99820)  0.09

Atoms 1-6, force components in eV/Å:
2.1 -1.1 2.0
-0.4 -1.7 1.6
0.9 0.4 1.1
0.6 4.3 1.6
2.4 2.3 -4.4
-2.9 -1.8 3.1

F_max: 5.5 eV Å⁻¹
SMILES string: C/C=C/CO.O.O
LUMO: 0.54 eV
Kohn-Sham gap: 9.6 eV
net charge: 0
M: 108.1 g mol⁻¹
relative energy (zero: lowest compared OMol25 entry of this formula, charge and spin): 312.05 kJ/mol

=====

Record 6
Below is a 2-piece molecular cluster, C4H12O3 overall, with properties calculated with ωB97M-V/def2-TZVPD.

Each line ends with the Löwdin charge.
Positions of all 19 atoms, in Å:
O (-0.84863, 2.44007, 2.41441)  -0.06
O (0.47811, -2.93865, -3.09726)  -0.06
O (-0.79443, -1.58110, -0.26153)  -0.04
C (1.08533, -0.20122, -0.58741)  -0.04
C (-0.37802, -0.22616, -0.21930)  -0.46
C (-0.09887, 1.77985, 1.39937)  -0.27
C (-0.65211, 0.36887, 1.15865)  -0.15
H (-0.21303, -0.30780, 1.89987)  0.13
H (1.58675, -1.00545, -0.05744)  0.09
H (1.15325, -2.25771, -3.05545)  0.01
H (-0.36546, -2.46837, -3.16224)  0.04
H (0.95041, 1.69528, 1.69693)  0.12
H (-0.97447, 0.36112, -0.94096)  0.15
H (1.26947, -0.32718, -1.65797)  0.07
H (-0.12679, 2.31973, 0.43805)  0.12
H (-1.72082, -1.63301, 0.00427)  0.10
H (-1.71919, 0.40447, 1.35993)  0.12
H (1.57936, 0.73142, -0.33750)  0.07
H (-0.21088, 2.84585, 3.00557)  0.08

Atoms 1-6, force components in eV/Å:
0.2 -0.1 -0.2
-0.3 0.0 -0.2
-0.2 -0.2 -0.1
0.3 -0.1 -0.3
-0.5 0.7 0.0
0.1 -0.6 -0.5

F_max: 0.9 eV Å⁻¹
SMILES string: C[C@@H](O)CCO.O
LUMO: 0.74 eV
Kohn-Sham gap: 11.0 eV
net charge: 0
M: 108.1 g mol⁻¹
relative energy (zero: lowest compared OMol25 entry of this formula, charge and spin): 56.19 kJ/mol

=====

Record 7
Below is a 2-piece molecular cluster, C4H12O3 overall at a distorted geometry, with properties calculated with ωB97M-V/def2-TZVPD.

Each line ends with the Löwdin charge.
Positions of all 19 atoms, in Å:
O (0.77290, -5.54471, -2.26899)  -0.09
O (-0.72196, -2.80646, -0.81045)  -0.14
O (-0.75176, -1.06519, 0.70298)  -0.16
C (-0.24290, -2.34334, 0.43152)  -0.30
C (0.00000, 0.00000, 0.00000)  -0.06
C (-2.68589, -3.96639, -1.94568)  -0.10
C (-2.16188, -3.20937, -0.77829)  -0.24
H (-2.37361, -3.86608, 0.08736)  0.12
H (1.01676, 0.15335, 0.39911)  0.08
H (-2.23366, -4.96932, -2.02453)  0.08
H (-0.53440, 0.96472, 0.01848)  0.09
H (-3.78002, -4.07927, -1.86364)  0.09
H (1.50118, -5.11077, -2.76854)  0.05
H (0.08025, -0.33774, -1.04695)  0.08
H (0.24427, -4.79947, -1.90371)  0.01
H (-2.75513, -2.28341, -0.65133)  0.12
H (-0.57881, -2.97373, 1.27723)  0.14
H (0.86061, -2.41273, 0.37756)  0.14
H (-2.45830, -3.40442, -2.86710)  0.09

Atoms 1-6, force components in eV/Å:
0.2 1.1 -0.2
-1.4 -1.4 -0.3
1.3 1.5 -0.1
-0.5 -0.1 0.1
-0.5 -1.1 -0.4
0.7 -0.1 -1.4

F_max: 2.0 eV Å⁻¹
SMILES string: CCOCOC.O
LUMO: 0.91 eV
Kohn-Sham gap: 11.3 eV
net charge: 0
M: 108.1 g mol⁻¹
relative energy (zero: lowest compared OMol25 entry of this formula, charge and spin): 116.84 kJ/mol

=====

Record 8
Below is a 3-piece molecular cluster, C4H12O3S overall at a distorted geometry, with properties calculated with ωB97M-V/def2-TZVPD.

Each line ends with the Löwdin charge.
Positions of all 20 atoms, in Å:
S (2.88596, 1.23658, 0.64355)  0.66
O (0.77205, -1.72371, -3.62115)  -0.07
O (-1.51914, -1.44938, -1.48886)  0.01
O (-2.00952, 2.39791, 1.55512)  -0.08
C (-0.68574, -0.68722, 0.64763)  -0.19
C (-1.12420, -1.70014, -0.31751)  -0.23
C (1.08123, 1.01676, 0.90175)  -0.60
C (0.54962, -0.06440, 0.00712)  -0.32
H (0.87802, 0.77280, 1.94144)  0.07
H (1.27272, -0.93464, -0.04187)  0.12
H (-1.45735, 0.14185, 0.78631)  0.13
H (-0.43493, -1.06972, 1.65817)  0.13
H (0.56888, 1.92664, 0.57284)  0.06
H (3.00399, 0.36500, -0.47998)  -0.10
H (-0.09065, -1.28435, -3.42848)  0.04
H (0.25308, 0.46016, -0.94157)  0.14
H (1.16273, -1.88687, -2.77283)  0.00
H (-1.66124, 3.24942, 1.86065)  0.04
H (-1.22032, -2.70932, 0.10309)  0.12
H (-2.22520, 1.94260, 2.41458)  0.07

Atoms 1-6, force components in eV/Å:
0.1 -1.0 -1.2
-1.2 0.7 -0.6
1.6 -0.8 3.5
-0.2 -0.4 1.6
-0.6 2.0 0.4
-2.9 0.1 -2.9

F_max: 4.1 eV Å⁻¹
SMILES string: O=CCCCS.O.O
LUMO: 0.31 eV
Kohn-Sham gap: 9.5 eV
net charge: 0
M: 140.2 g mol⁻¹
relative energy (zero: lowest compared OMol25 entry of this formula, charge and spin): 63.69 kJ/mol

=====

Record 9
Below is a 4-piece molecular cluster, C4H12O4 overall at a distorted geometry, with properties calculated with ωB97M-V/def2-TZVPD.

Each line ends with the Löwdin charge.
Positions of all 20 atoms, in Å:
O (-0.06097, 2.17050, 0.30013)  -0.22
O (-0.05616, -3.17498, 0.47572)  0.01
O (-1.47146, -1.06191, -1.39198)  -0.42
O (-0.23532, 1.23565, -1.87500)  -0.14
C (0.46824, -2.26372, -0.10772)  -0.30
C (0.09464, 1.38210, 1.45028)  -0.35
C (0.71330, -0.79556, 0.31126)  -0.22
C (-0.30187, -0.07870, 1.24325)  -0.19
H (0.38177, 1.66085, -0.62620)  0.05
H (-0.56986, 0.26662, -1.77329)  0.02
H (-1.00690, 1.80644, -1.87258)  0.06
H (1.65737, -0.78967, 0.85508)  0.10
H (1.13875, 1.35437, 1.79463)  0.08
H (1.05106, -2.54204, -1.01191)  0.11
H (-0.50937, 1.82684, 2.27003)  0.11
H (2.04397, 0.98335, -0.50534)  0.19
H (-2.33226, -0.91462, -1.79200)  -0.10
H (0.75278, -0.28781, -0.62707)  0.01
H (-0.47959, -0.63525, 2.15369)  0.10
H (-1.27813, -0.14247, 0.72902)  0.10

Atoms 1-6, force components in eV/Å:
1.7 -0.8 -1.0
-0.3 0.4 0.7
0.6 0.6 -0.3
0.9 -0.4 -1.6
0.7 0.1 0.1
-0.2 -0.3 0.3

F_max: 3.6 eV Å⁻¹
LUMO (spin up / spin down): 4.00 / 2.71 eV
Kohn-Sham gap (spin up / spin down): 8.1 / 6.8 eV
net charge: -1
2S+1: 2
M: 124.1 g mol⁻¹
relative energy (zero: lowest compared OMol25 entry of this formula, charge and spin): 287.37 kJ/mol

=====

Record 10
Below is a 3-piece molecular cluster, C4H12O4 overall, with properties calculated with ωB97M-V/def2-TZVPD.

Each line ends with the Löwdin charge.
Positions of all 20 atoms, in Å:
O (0.87285, -1.28514, -1.98604)  -0.13
O (2.20677, 0.52609, -0.14881)  0.06
O (1.59037, 0.65116, 1.99396)  0.09
O (-0.69048, 0.47347, 0.27824)  -0.30
C (-1.53906, 0.73333, 1.36956)  -0.11
C (0.45202, -2.30842, -1.12178)  -0.17
C (1.73385, 1.12544, 0.77210)  -0.41
C (-1.18152, 0.97315, -0.93470)  -0.11
H (-2.52699, 0.28606, 1.21610)  0.09
H (-1.07564, 0.29297, 2.24833)  0.08
H (0.00245, -1.89687, -0.21234)  0.06
H (-0.46131, 0.70726, -1.70212)  0.08
H (-1.66365, 1.81237, 1.52900)  0.09
H (1.85387, -0.28573, 2.02680)  0.14
H (-2.15513, 0.52581, -1.17417)  0.10
H (1.28106, -2.97199, -0.84447)  0.08
H (-1.30057, 2.06290, -0.88837)  0.09
H (1.41989, 2.17711, 0.73562)  0.15
H (-0.29481, -2.89453, -1.65533)  0.08
H (1.47604, -0.70445, -1.50159)  0.03

Atoms 1-6, force components in eV/Å:
0.2 0.3 -0.3
0.2 -0.2 -0.3
-0.1 -0.4 0.9
0.1 -0.2 0.4
-0.1 0.0 0.0
0.0 -0.2 0.2

F_max: 1.0 eV Å⁻¹
SMILES string: O=CO.COC.CO
LUMO: 0.72 eV
Kohn-Sham gap: 10.4 eV
net charge: 0
M: 124.1 g mol⁻¹
relative energy (zero: lowest compared OMol25 entry of this formula, charge and spin): 145.08 kJ/mol